{"formula": "C24H18BrN3OW", "method": "ωB97M-V/def2-TZVPD", "gap_ev": [4.6, 4.6], "energy_ha": -3805.3701, "charge": 2, "e_lumo_ev": [-9.5, -9.5], "homo_ev": [-14.105, -14.100], "elements": ["W", "C", "C", "N", "N", "C", "O", "C", "C", "C", "C", "C", "C", "C", "C", "C", "C", "C", "N", "H", "H", "H", "H", "H", "H", "H", "H", "H", "H", "H", "H", "Br", "C", "C", "C", "C", "C", "C", "C", "C", "C", "C", "H", "H", "H", "H", "H", "H"], "coordinates": [[0.88, 0.24, 0.16], [-1.41, 3.71, -1.52], [-0.49, 2.58, -1.27], [-0.57, 1.75, -0.22], [-1.55, 1.89, 0.72], [-1.43, 1.00, 1.66], [-0.36, 0.18, 1.51], [-2.32, 0.86, 2.78], [-2.10, -0.20, 3.67], [-2.92, -0.35, 4.77], [-3.96, 0.55, 4.98], [-4.19, 1.59, 4.08], [-3.38, 1.75, 2.98], [0.59, 2.22, -2.13], [0.92, 2.89, -3.32], [1.97, 2.45, -4.08], [2.71, 1.33, -3.65], [2.37, 0.72, -2.47], [1.33, 1.12, -1.68], [-2.16, 3.77, -0.74], [-1.91, 3.57, -2.48], [-0.87, 4.65, -1.56], [-1.29, -0.89, 3.49], [-2.76, -1.16, 5.46], [-4.59, 0.44, 5.85], [-5.01, 2.28, 4.26], [-3.54, 2.54, 2.27], [0.33, 3.74, -3.62], [2.23, 2.94, -5.00], [3.52, 0.95, -4.24], [2.94, -0.14, -2.10], [2.47, 1.76, 1.27], [2.29, -1.50, 0.38], [3.45, -2.08, 0.81], [3.71, -3.44, 0.50], [2.82, -4.18, -0.23], [1.61, -3.63, -0.72], [0.62, -4.28, -1.47], [-0.51, -3.63, -1.89], [-0.73, -2.26, -1.59], [0.19, -1.56, -0.85], [1.37, -2.26, -0.41], [4.19, -1.54, 1.39], [4.63, -3.88, 0.86], [3.04, -5.21, -0.47], [0.76, -5.32, -1.72], [-1.26, -4.15, -2.46], [-1.64, -1.80, -1.94]]}

---

{"formula": "C9H14BNO", "method": "ωB97M-V/def2-TZVPD", "gap_ev": 8.6, "smiles": "CB(O)N(C)c1cccc(C)c1", "energy_ha": -506.2150, "e_lumo_ev": 0.6, "homo_ev": -7.980, "de_lowest_kcal_mol": 0.0, "elements": ["C", "B", "O", "N", "C", "C", "C", "C", "C", "C", "C", "C", "H", "H", "H", "H", "H", "H", "H", "H", "H", "H", "H", "H", "H", "H"], "coordinates": [[-0.37, -3.01, 0.58], [-0.39, -1.90, 1.70], [-0.82, -2.24, 2.97], [-0.24, -0.42, 1.37], [-0.29, 0.44, 2.52], [-0.22, 0.12, 0.04], [-0.88, -0.49, -1.05], [-0.76, 0.05, -2.30], [0.15, 1.05, -2.49], [0.75, 1.74, -1.47], [1.66, 2.91, -1.89], [0.60, 1.26, -0.18], [-0.21, -2.68, -0.38], [-1.27, -3.62, 0.63], [0.53, -3.73, 0.81], [-1.20, -3.06, 3.15], [-0.86, 1.51, 2.32], [-0.83, 0.10, 3.35], [0.66, 0.71, 2.77], [-1.66, -1.35, -0.87], [-1.25, -0.46, -3.00], [0.40, 1.48, -3.50], [1.99, 2.80, -2.82], [0.96, 3.82, -1.77], [2.39, 3.14, -1.12], [1.15, 1.80, 0.63]]}

---

{"formula": "C36H37AsN6O2SSc", "method": "ωB97M-V/def2-TZVPD", "gap_ev": 6.9, "energy_ha": -5267.6112, "charge": 1, "e_lumo_ev": -3.0, "homo_ev": -9.894, "de_lowest_kcal_mol": 85.0, "elements": ["Sc", "O", "C", "N", "C", "O", "C", "C", "C", "C", "C", "N", "C", "C", "C", "C", "C", "N", "H", "H", "H", "H", "H", "H", "H", "H", "C", "C", "N", "C", "C", "N", "C", "C", "N", "H", "H", "H", "H", "H", "H", "H", "H", "H", "H", "H", "H", "H", "H", "H", "S", "C", "C", "C", "C", "C", "C", "As", "C", "C", "C", "C", "C", "C", "C", "C", "C", "C", "C", "C", "H", "H", "H", "H", "H", "H", "H", "H", "H", "H", "H", "H", "H", "H"], "coordinates": [[0.88, 0.07, -1.08], [2.21, -1.24, -2.03], [2.66, -1.42, -0.83], [1.63, -1.66, 0.04], [1.76, -2.52, 1.10], [2.71, -3.26, 1.30], [0.60, -2.56, 2.06], [0.24, -3.76, 2.63], [-0.78, -3.76, 3.58], [-1.36, -2.56, 3.94], [-0.92, -1.40, 3.32], [0.02, -1.39, 2.37], [3.96, -1.00, -0.49], [5.04, -1.11, -1.39], [6.29, -0.65, -1.08], [6.49, -0.19, 0.26], [5.46, 0.09, 1.07], [4.10, 0.14, 0.47], [0.76, -4.67, 2.35], [-1.09, -4.69, 4.05], [-2.13, -2.51, 4.69], [-1.34, -0.44, 3.58], [4.86, -1.67, -2.29], [7.13, -0.83, -1.73], [7.48, -0.13, 0.68], [5.52, 0.35, 2.11], [1.53, 3.36, -0.92], [2.54, 2.70, -1.85], [2.92, 1.36, -1.35], [4.00, 1.42, -0.36], [3.11, 0.23, 1.63], [1.80, 0.70, 1.30], [1.46, 2.04, 1.79], [0.26, 2.56, 1.01], [0.49, 2.42, -0.44], [1.08, 4.21, -1.44], [2.04, 3.78, -0.06], [3.41, 3.35, -1.99], [2.08, 2.53, -2.83], [3.26, 0.80, -2.13], [3.87, 2.25, 0.32], [4.97, 1.50, -0.85], [3.60, 0.91, 2.33], [3.11, -0.77, 2.08], [1.11, 0.03, 1.67], [2.32, 2.70, 1.67], [1.22, 2.04, 2.86], [0.05, 3.59, 1.30], [-0.61, 1.96, 1.27], [-0.37, 2.61, -0.94], [-0.02, 0.69, -3.30], [-1.67, 1.33, -3.16], [-2.15, 2.10, -4.23], [-3.45, 2.58, -4.22], [-4.31, 2.29, -3.16], [-3.84, 1.53, -2.10], [-2.53, 1.06, -2.10], [-1.87, -0.07, -0.68], [-2.49, -1.84, -1.14], [-1.57, -2.88, -1.23], [-2.00, -4.15, -1.62], [-3.34, -4.37, -1.90], [-4.25, -3.33, -1.81], [-3.83, -2.07, -1.44], [-3.02, 0.44, 0.79], [-3.18, 1.80, 1.09], [-3.98, 2.18, 2.16], [-4.63, 1.23, 2.92], [-4.49, -0.12, 2.61], [-3.68, -0.51, 1.55], [-1.50, 2.31, -5.06], [-3.80, 3.17, -5.06], [-5.32, 2.66, -3.16], [-4.50, 1.32, -1.27], [-0.52, -2.73, -1.01], [-1.28, -4.95, -1.69], [-3.67, -5.36, -2.21], [-5.30, -3.50, -2.05], [-4.55, -1.26, -1.38], [-2.71, 2.56, 0.48], [-4.11, 3.24, 2.38], [-5.27, 1.53, 3.75], [-5.01, -0.87, 3.19], [-3.58, -1.56, 1.32]]}

---

Taking the records one at a time from the top gives strongest force on any atom values of 4.58; 6.56; 1.35 eV Å⁻¹.